No. 1
Computed, not measured: 2 unconnected molecules or ions with the total composition Cl2NO3P in a non-equilibrium geometry, with ωB97M-V with the def2-TZVPD basis set.

Results
Energy above the lowest of the compared OMol25 structures with the same formula, charge and spin ... 466.33 kJ/mol
LUMO energy (alpha / beta) ... -5.021 / -5.378 eV
E_HOMO (alpha / beta) ... -8.25 / -7.98 eV
HOMO-LUMO gap (alpha / beta) ... 3.23 / 2.60 eV
Energy ... -41960.6679 eV

Geometry as ORCA input:
```
! RIJCOSX wB97M-V def2-TZVPD def2/J DEFGRID3
* xyz 0 1
O 3.59 1.04 0.08
P -2.57 0.04 0.26
O 2.36 -0.79 -0.07
Cl -2.42 -2.02 0.24
O -2.94 0.53 -1.05
Cl -0.65 0.81 0.64
N 2.64 0.40 -0.11
*
```


No. 2
Computed, not measured: C3H4N2O in the gas phase in a non-equilibrium geometry, with ωB97M-V with the def2-TZVPD basis set.

Results
Energy above the lowest of the compared OMol25 structures with the same formula, charge and spin ... 189.42 kJ/mol
LUMO energy ... 0.823 eV
E_HOMO ... -9.28 eV
HOMO-LUMO gap ... 10.10 eV
Energy ... -8201.9223 eV
Structure (SMILES) ... C=C=NC(N)=O

Geometry as ORCA input:
```
! RIJCOSX wB97M-V def2-TZVPD def2/J DEFGRID3
* xyz 0 1
N 2.19 0.19 -0.27
N 0.05 0.54 0.38
C 0.97 -0.33 -0.23
O 0.66 -1.41 -0.66
H -3.01 -0.78 0.71
C -1.12 0.28 0.33
H -2.80 0.86 -0.24
H 2.37 1.06 0.19
H 2.99 -0.34 -0.60
C -2.33 -0.04 0.39
*
```


No. 3
Computed, not measured: a molecular structure, C9H4BiCl2IrN2O3 in a non-equilibrium geometry, with ωB97M-V with the def2-TZVPD basis set.

Results
Energy above the lowest of the compared OMol25 structures with the same formula, charge and spin ... 95.39 kJ/mol
⟨S²⟩ ... 6.03
LUMO energy (alpha / beta) ... -16.820 / -19.807 eV
E_HOMO (alpha / beta) ... -24.26 / -24.58 eV
HOMO-LUMO gap (alpha / beta) ... 7.44 / 4.77 eV
Energy ... -52187.2359 eV

Geometry as ORCA input:
```
! RIJCOSX wB97M-V def2-TZVPD def2/J DEFGRID3
* xyz 4 5
Cl -1.06 -2.56 -0.92
O 0.64 1.95 -5.93
N -0.86 -1.04 1.81
O 0.25 -3.19 -4.47
C -2.39 -2.78 5.28
C -2.64 -1.26 3.36
C -0.53 -2.36 3.74
C -0.05 -1.75 2.59
N -2.82 -3.34 6.22
C 0.09 -2.14 -4.05
H 0.13 -3.02 4.30
C 0.86 0.92 0.19
H -3.67 -1.04 3.64
Cl -1.68 2.19 -1.57
Ir -0.09 -0.61 -0.10
C 0.40 1.40 -4.96
H 0.97 -1.84 2.24
Bi -0.55 0.11 -2.49
C -1.85 -2.12 4.12
C -2.08 -0.67 2.23
H -2.60 0.06 1.62
O 1.40 1.94 0.41
*
```


No. 4
Computed, not measured: 2 unconnected molecules or ions with the total composition CH5N2S in a non-equilibrium geometry, with ωB97M-V with the def2-TZVPD basis set.

Results
Energy above the lowest of the compared OMol25 structures with the same formula, charge and spin ... 143.37 kJ/mol
LUMO energy ... 4.444 eV
E_HOMO ... -2.99 eV
HOMO-LUMO gap ... 7.44 eV
Energy ... -14933.3983 eV

Geometry as ORCA input:
```
! RIJCOSX wB97M-V def2-TZVPD def2/J DEFGRID3
* xyz -1 1
H -1.44 1.46 -0.01
H 1.05 0.65 1.84
S 2.01 -0.31 1.81
H 0.70 0.82 -0.40
H 0.36 -1.45 0.08
N -1.35 0.93 -0.88
C -0.20 0.34 -0.77
H -1.03 -1.39 -0.93
N -0.10 -1.05 -0.73
*
```


No. 5
Computed, not measured: a molecular structure, C23H21N3O5PPdS, with ωB97M-V with the def2-TZVPD basis set.

Results
Energy above the lowest of the compared OMol25 structures with the same formula, charge and spin ... 31.95 kJ/mol
LUMO energy ... 2.559 eV
E_HOMO ... -4.99 eV
HOMO-LUMO gap ... 7.55 eV
Energy ... -62503.4952 eV

Geometry as ORCA input:
```
! RIJCOSX wB97M-V def2-TZVPD def2/J DEFGRID3
* xyz -1 1
C 2.77 -1.94 0.52
C -4.12 2.26 -1.28
H 4.33 -0.86 2.41
C 0.36 1.27 -2.35
C -5.17 1.60 -0.66
C 0.16 -3.73 1.56
C 2.03 2.65 1.48
Pd -0.43 -1.90 0.95
H 4.55 -2.87 1.24
O -2.12 -2.56 -0.13
S -3.46 -2.58 0.55
C 0.62 0.01 -4.39
C -3.62 0.08 0.40
H -2.00 2.32 -1.56
H 4.03 -3.45 -0.36
C 0.79 1.19 -3.67
H 1.81 4.38 2.74
H 1.26 2.05 -4.13
P -0.84 0.17 -0.01
H 0.50 2.19 -1.80
H -0.66 4.28 2.73
C 3.69 -3.12 0.62
C -2.83 1.82 -1.07
O -3.43 -0.94 1.25
C 2.33 -1.26 1.76
H 3.13 0.38 2.85
C -0.74 2.55 1.48
O -3.46 -3.35 1.78
C -0.41 -1.01 -2.47
H 3.15 -1.14 3.73
H -0.11 -2.00 -4.34
N 0.59 -4.77 1.83
C 3.31 -0.69 2.74
H 3.11 2.68 1.49
H 1.95 0.88 0.26
C 1.38 1.64 0.78
O 0.67 -0.53 3.06
C -2.56 0.73 -0.24
H 2.13 -1.76 -2.38
N 2.30 -1.44 -0.56
N 1.07 -1.14 2.02
H -6.19 1.94 -0.82
H -4.30 3.11 -1.93
H 0.97 -0.05 -5.41
C -0.08 3.55 2.18
C -0.24 0.17 -1.74
H -0.87 -1.86 -1.99
C 0.02 -1.08 -3.78
H -5.74 0.01 0.67
C 1.30 3.60 2.18
H 3.14 -3.93 1.10
O 2.70 -2.15 -1.71
C -4.93 0.53 0.17
C -0.02 1.59 0.77
H -1.82 2.50 1.49
*
```


No. 6
Computed, not measured: 2 unconnected molecules or ions with the total composition C3H12N4, with ωB97M-V with the def2-TZVPD basis set.

Results
Energy above the lowest of the compared OMol25 structures with the same formula, charge and spin ... 128.98 kJ/mol
LUMO energy ... 1.065 eV
E_HOMO ... -8.96 eV
HOMO-LUMO gap ... 10.02 eV
Energy ... -9264.9677 eV
Structure (SMILES) ... N/C=C/N.NCN

Geometry as ORCA input:
```
! RIJCOSX wB97M-V def2-TZVPD def2/J DEFGRID3
* xyz 0 1
N 1.19 -2.11 1.16
H 1.88 0.85 -2.58
H 0.97 1.71 -3.62
N 1.26 1.65 -2.66
H -0.52 0.60 -1.94
H 1.07 -2.81 0.43
N -1.25 -2.30 1.70
C -0.10 -1.46 1.42
N -1.17 2.06 0.12
H -0.98 -3.07 2.28
C 0.15 1.44 -1.77
H -1.86 2.80 0.05
H 0.61 3.10 -0.61
H 0.10 -0.81 2.28
H -0.86 2.15 1.08
H 1.49 -2.61 1.99
H -0.31 -0.80 0.58
H -1.63 -2.68 0.84
C -0.07 2.27 -0.76
*
```


Question: Which of these has the highest energy above the lowest of the compared OMol25 structures with the same formula, charge and spin?
Answer: Cl2NO3P


Question: Look up the energy above the lowest of the compared OMol25 structures with the same formula, charge and spin of the second one.
Answer: 189.42 kJ/mol